1.
DFT (wB97M-V/def2-TZVPD) results for C28H26BeF5N3O2P2SSe2Te as an isolated structure.

Each line ends with the Mulliken charge.
CARTESIAN COORDINATES (ANGSTROEM)
Be  -1.12954  -2.41143  -0.52632  -0.188
Se  2.12250  2.11688  3.23853  -0.012
P  1.07938  2.29506  1.22728  0.036
C  3.05283  0.51455  2.70588  -0.192
C  4.20518  0.60593  1.92922  -0.165
C  4.87879  -0.54932  1.55989  -0.499
C  4.40154  -1.79205  1.96072  -0.481
C  3.24997  -1.87992  2.72776  -0.612
C  2.57206  -0.72497  3.10626  -0.288
C  -0.23965  3.49845  1.67444  0.423
C  -1.16639  3.28286  2.69627  -0.404
C  -2.15411  4.22400  2.94490  -0.691
C  -2.22542  5.38664  2.18349  -0.465
C  -1.30595  5.60847  1.17019  -0.532
C  -0.31606  4.66586  0.91691  -0.336
C  0.13440  0.72978  1.21630  1.279
C  -0.12741  -0.01852  0.08559  -1.593
N  -0.85012  -1.09360  0.48455  1.341
N  -1.02791  -1.00757  1.80408  -0.795
N  -0.46572  0.07948  2.25276  -0.344
P  0.23660  0.17156  -1.64858  0.976
Se  -0.95925  -1.33044  -2.62804  -0.507
C  2.01569  -0.17060  -1.82274  1.200
C  2.99439  0.66350  -2.35226  -0.294
C  4.31009  0.22204  -2.44336  -0.960
C  4.65333  -1.04610  -2.01414  -0.641
C  3.68209  -1.87952  -1.47285  -0.758
C  2.37394  -1.44573  -1.37392  -0.386
C  -0.34057  1.83883  -2.06932  0.957
C  0.34399  2.80881  -2.79401  -0.343
C  -0.24457  4.04583  -3.02987  -0.903
C  -1.51159  4.32349  -2.54538  -0.512
C  -2.20346  3.35655  -1.82623  -0.724
C  -1.62521  2.12167  -1.59436  -0.495
H  4.56930  1.57928  1.62427  0.417
H  5.77649  -0.47586  0.95891  0.435
H  4.92617  -2.69572  1.67291  0.448
H  2.86751  -2.84691  3.03127  0.427
H  1.66123  -0.78486  3.68748  0.390
H  -1.11058  2.37305  3.28069  0.404
H  -2.87176  4.05324  3.73800  0.393
H  -2.99783  6.11875  2.38494  0.400
H  -1.35620  6.51416  0.57643  0.424
H  0.40029  4.83077  0.11892  0.337
H  2.76710  1.65891  -2.68582  0.106
H  5.06357  0.88194  -2.85509  0.426
H  5.67876  -1.38698  -2.09323  0.416
H  3.94013  -2.87056  -1.12347  0.502
H  1.63213  -2.11523  -0.95464  0.179
H  1.32309  2.62441  -3.19597  0.351
H  0.29895  4.79123  -3.59678  0.411
H  -1.96192  5.29174  -2.72513  0.425
H  -3.19088  3.56766  -1.43581  0.425
H  -2.16749  1.37191  -1.03043  0.343
F  0.01316  -6.55527  -0.83903  -0.402
Te  -1.02414  -5.35151  0.10332  2.147
F  -2.23452  -6.71506  0.45222  -0.388
F  -1.98723  -4.51007  1.46692  -0.449
F  -2.02229  -5.27439  -1.49317  -0.434
F  0.08431  -5.86137  1.48800  -0.399
O  -0.23239  -3.78546  -0.36565  -0.659
C  -4.72593  -3.47512  -1.93250  -0.964
S  -4.03931  -2.35524  -0.72411  0.557
C  -4.95077  -2.88654  0.71430  -0.993
O  -2.66463  -2.93154  -0.46022  0.110
H  -5.75551  -3.18172  -2.14336  0.466
H  -4.66539  -4.49421  -1.55668  0.280
H  -4.11877  -3.37341  -2.83034  0.298
H  -6.00297  -2.62686  0.59516  0.473
H  -4.52227  -2.35427  1.56290  0.318
H  -4.81321  -3.95935  0.84112  0.286

Cartesian forces (eV/Å) of the 3 atoms listed first:
-0.210 -0.621 0.056
-0.033 -0.098 -0.032
-0.260 -0.123 0.004

The calculation puts the relative energy (zero: lowest compared OMol25 entry of this formula, charge and spin) at 0.523 eV. The max |F| comes out at 0.01279 Eh/bohr. For the energy, the calculation gives -8063.35642 a.u. The charge is 0. As for the spin multiplicity: 1.

2.
DFT (wB97M-V/def2-TZVPD) results for C28H26BrGeMoN3O4 as an isolated structure.

Each line ends with the Mulliken charge.
CARTESIAN COORDINATES (ANGSTROEM)
Mo  -1.01231  0.88300  0.37299  -0.606
N  -0.79391  3.11780  -0.14851  -0.405
C  -0.49246  4.00158  1.00742  -0.677
C  -0.32832  3.17955  2.26202  0.337
O  -0.05958  3.68558  3.31525  -0.558
N  -0.57022  1.82398  2.07569  0.379
C  -0.41029  1.01378  3.29209  -0.591
C  -0.40541  -0.43801  2.88331  0.190
O  -0.21479  -1.38902  3.55545  -0.488
O  -0.67912  -0.53947  1.53460  -0.358
H  -0.04267  3.20699  -0.82420  0.343
H  -1.62618  3.43162  -0.64179  0.308
H  -1.27681  4.73737  1.17062  0.378
H  0.43029  4.55373  0.84029  0.391
H  -1.23104  1.16655  3.99536  0.571
H  0.50554  1.25466  3.82828  0.397
O  -7.15432  1.51415  -0.58704  -0.470
C  -5.85838  1.54266  -0.37428  0.797
C  -5.18225  2.58928  0.27464  -0.748
C  -3.82873  2.50933  0.43297  -0.554
N  -3.10244  1.46176  -0.01590  -0.025
C  -3.77703  0.46101  -0.60257  0.520
Br  -2.60469  -0.94801  -1.07531  0.077
C  -5.11668  0.43852  -0.81861  -0.371
H  -7.62419  2.29090  -0.25031  0.342
H  -5.71953  3.44803  0.65544  0.374
H  -3.28979  3.29153  0.95097  0.412
H  -5.60940  -0.39421  -1.30163  0.529
C  0.24752  0.81021  -0.86008  0.004
Ge  1.43620  -1.04238  -0.69299  0.305
C  2.56659  -0.57005  -2.19208  0.339
C  3.27209  0.63507  -2.14661  0.029
C  4.15286  0.96836  -3.16308  -0.799
C  4.34561  0.09483  -4.22741  -0.562
C  3.66898  -1.11629  -4.26708  -0.720
C  2.78046  -1.45222  -3.25183  -0.583
C  2.26646  -0.90502  1.04352  0.522
C  2.52775  0.32284  1.65491  -0.089
C  3.18212  0.36911  2.87807  -0.805
C  3.58526  -0.81000  3.49553  -0.538
C  3.34306  -2.03257  2.88614  -0.884
C  2.68542  -2.08298  1.66261  -0.174
C  0.21468  -2.51842  -0.93888  0.376
C  -0.33163  -2.77779  -2.20295  -0.193
C  -1.18982  -3.85492  -2.38601  -0.730
C  -1.50582  -4.68033  -1.31156  -0.610
C  -0.97367  -4.42518  -0.05309  -0.932
C  -0.11747  -3.34835  0.13724  0.105
H  0.80155  1.32885  -1.64298  0.821
H  3.16313  1.30602  -1.29835  0.334
H  4.70427  1.89906  -3.11903  0.430
H  5.03774  0.35307  -5.01793  0.415
H  3.83719  -1.80755  -5.08277  0.423
H  2.28484  -2.41277  -3.27861  0.450
H  2.22501  1.24940  1.18036  0.324
H  3.38972  1.32490  3.34533  0.508
H  4.09508  -0.77283  4.44953  0.439
H  3.66271  -2.95103  3.36069  0.461
H  2.50719  -3.04599  1.19877  0.531
H  -0.09757  -2.13658  -3.04471  0.517
H  -1.60159  -4.05638  -3.36692  0.458
H  -2.16283  -5.52817  -1.45794  0.441
H  -1.21681  -5.07171  0.78045  0.465
H  0.28842  -3.15684  1.12253  0.425

Cartesian forces (eV/Å) of the 3 atoms listed first:
-0.524 0.200 0.127
-0.016 -0.022 -0.008
0.040 -0.117 -0.112

The max |F| comes out at 0.01118 Eh/bohr. For the energy, the calculation gives -6266.39548 a.u. The charge is +2. As for the spin multiplicity: 1.

3.
DFT (wB97M-V/def2-TZVPD) results for C28H26CuN4O2S4 as an isolated structure at a distorted geometry.

Each line ends with the Mulliken charge.
CARTESIAN COORDINATES (ANGSTROEM)
Cu  -0.69129  -0.80145  1.08899  -0.286
S  -0.74271  -0.88544  3.50002  -0.278
C  0.83054  -1.12077  4.21108  0.451
C  0.90632  -0.94633  5.59794  -0.937
C  2.07976  -1.14237  6.30690  0.414
C  2.10816  -0.93511  7.72011  -0.137
N  2.12240  -0.76864  8.85741  -0.526
C  3.24305  -1.54688  5.62647  0.503
C  3.18300  -1.72509  4.25199  -0.925
C  2.00699  -1.51488  3.54327  0.660
S  2.05977  -1.82772  1.81197  -0.094
C  4.47434  -1.73971  6.32005  -0.151
N  5.47871  -1.88040  6.86208  -0.512
H  0.01235  -0.64242  6.12572  0.489
H  4.07570  -2.03032  3.72100  0.491
O  -0.29016  -0.78399  -1.12353  -0.042
S  -0.54161  -0.16720  -2.46486  0.002
C  0.67214  1.14333  -2.92407  0.352
C  2.16018  0.81205  -2.83282  -0.951
C  2.78052  1.15944  -1.47728  -0.082
C  2.91223  2.68209  -1.28366  -0.887
S  2.27611  3.32353  0.31447  -0.111
O  1.16548  -0.69666  1.19501  0.155
C  0.60305  3.70347  -0.17074  -0.190
C  0.34951  4.76771  -1.03083  -0.310
C  -0.94947  5.04397  -1.43145  -0.555
C  -2.00198  4.26717  -0.96366  -0.522
C  -1.75102  3.21459  -0.09617  -0.413
C  -0.45167  2.93435  0.30481  -0.467
C  0.02415  -1.42519  -3.62462  0.239
C  0.67841  -2.53630  -3.12193  -0.121
C  1.05076  -3.55168  -3.99056  -0.711
C  0.75808  -3.44785  -5.34319  -0.432
C  0.10255  -2.32699  -5.83568  -0.624
C  -0.27311  -1.30855  -4.97415  -0.473
H  0.41044  1.99623  -2.29258  -0.574
H  0.36645  1.36684  -3.94908  0.568
H  2.68485  1.37812  -3.60772  0.450
H  2.30706  -0.24812  -3.04968  0.367
H  3.76719  0.69770  -1.40627  0.495
H  2.17465  0.73011  -0.68614  -0.160
H  2.37836  3.22400  -2.06558  0.389
H  3.95334  2.99948  -1.30451  0.447
H  1.17295  5.38115  -1.37353  0.472
H  -1.14009  5.87046  -2.10416  0.396
H  -3.01560  4.49017  -1.27095  0.401
H  -2.57052  2.60854  0.27243  0.448
H  -0.24234  2.12338  0.98997  0.612
H  0.88088  -2.59255  -2.05961  0.447
H  1.56530  -4.42393  -3.61046  0.419
H  1.04295  -4.24370  -6.01873  0.385
H  -0.11994  -2.25110  -6.89175  0.388
H  -0.79474  -0.43474  -5.34778  0.404
C  -5.97250  -1.90494  1.71281  -0.827
N  -4.74636  -1.41784  1.11005  0.154
C  -4.61735  -0.92646  -0.16474  -0.659
C  -3.30394  -0.60903  -0.32498  -0.579
N  -2.63493  -0.90241  0.83752  0.374
C  -3.52915  -1.38378  1.67771  -0.168
H  -6.76926  -1.86220  0.97613  0.285
H  -6.25006  -1.29122  2.56837  0.331
H  -5.85360  -2.93567  2.04182  0.339
H  -5.45263  -0.83848  -0.83661  0.405
H  -2.79696  -0.20997  -1.18205  0.480
H  -3.31571  -1.68979  2.69002  0.490

Cartesian forces (eV/Å) of the 3 atoms listed first:
0.621 -0.238 0.808
-0.415 0.104 -0.724
0.252 -0.069 0.086

The max |F| comes out at 0.02036 Eh/bohr. For the energy, the calculation gives -4685.27537 a.u. The charge is 0. As for the spin multiplicity: 2.

Question: Which of these has the highest energy?
Answer: C28H26CuN4O2S4

Question: Which of these has the highest energy?
Answer: C28H26CuN4O2S4

Question: Which formula does entry 1 have?
Answer: C28H26BeF5N3O2P2SSe2Te

Question: Which value of energy does entry 1 give?
Answer: -8063.35642 a.u.